[1]
59
Properties=species:S:1:pos:R:3:forces:R:3 method="wB97M-V/def2-TZVPD" s_squared=8.833 spin_multiplicity=6 molar_mass_g_mol=586.59 e_above_lowest_ev=0.000 homo_ev="-0.361 / -2.588" total_charge=-2 gap_ev="4.3598 / 6.5864"
Mn 1.048 -0.287 0.367 0.084 0.004 -0.011
C -5.406 -5.038 3.351 0.040 0.032 -0.017
C -4.538 -4.158 2.486 -0.025 -0.046 -0.024
C -4.410 -4.394 1.123 0.010 -0.008 0.011
C -3.592 -3.592 0.332 0.006 -0.001 0.052
C -2.899 -2.546 0.912 -0.079 0.036 -0.074
C -3.016 -2.291 2.273 0.043 -0.008 0.037
C -3.830 -3.096 3.050 0.018 0.026 0.011
S -1.912 -1.437 -0.088 0.204 -0.003 0.250
O -1.965 -1.973 -1.431 -0.076 -0.090 0.010
O -2.462 -0.127 0.140 0.049 0.056 -0.070
N -0.471 -1.537 0.585 -0.347 -0.548 -0.047
C 0.077 -2.911 0.661 -0.021 0.370 -0.141
C 1.351 -3.062 -0.171 0.075 0.131 -0.113
O 1.761 -4.185 -0.443 0.029 0.097 0.020
O 1.917 -1.943 -0.481 -0.191 0.129 0.081
H -5.963 -5.756 2.748 0.000 0.009 0.005
H -6.122 -4.445 3.924 0.005 -0.012 -0.009
H -4.800 -5.599 4.067 -0.020 0.006 -0.009
H -4.956 -5.216 0.670 0.014 0.010 0.010
H -3.477 -3.765 -0.731 -0.023 0.003 0.027
H -2.456 -1.468 2.705 -0.025 -0.044 -0.016
H -3.924 -2.901 4.114 0.021 0.001 -0.036
H -0.628 -3.674 0.341 -0.119 -0.045 -0.059
H 0.350 -3.133 1.695 -0.040 0.023 0.120
C 5.660 1.778 -2.434 -0.019 -0.113 -0.153
Si 5.082 2.366 -0.754 0.131 0.082 0.000
C 6.511 2.196 0.448 0.065 -0.069 0.150
C 4.653 4.183 -0.883 -0.133 0.132 0.019
C 3.663 1.407 -0.207 0.067 0.055 0.001
C 2.677 0.762 0.102 0.248 0.111 0.132
H 6.549 2.322 -2.766 -0.017 -0.009 0.002
H 4.868 1.921 -3.175 0.059 -0.012 0.033
H 5.894 0.710 -2.405 -0.004 0.070 -0.008
H 7.349 2.842 0.164 -0.020 -0.028 0.004
H 6.867 1.162 0.482 -0.023 0.071 0.007
H 6.191 2.470 1.458 0.036 -0.014 -0.067
H 5.528 4.783 -1.151 -0.024 -0.013 -0.003
H 4.259 4.550 0.070 0.035 -0.011 -0.065
H 3.878 4.339 -1.639 0.047 0.004 0.055
F 0.860 1.291 2.836 -0.051 0.171 0.150
C 1.209 0.013 2.483 -0.210 -0.143 -0.567
F 2.414 -0.190 3.074 0.248 -0.048 0.111
F 0.348 -0.784 3.198 -0.023 -0.006 0.262
N -3.096 3.407 -4.008 0.036 0.023 -0.002
C -2.674 3.855 -2.742 0.083 0.025 0.063
S -3.289 5.337 -2.171 0.012 -0.107 -0.019
C -1.730 3.035 -2.075 -0.005 0.012 0.008
C -1.098 1.925 -2.714 -0.071 0.059 0.023
C -0.250 1.111 -2.014 0.064 0.090 0.050
N 0.048 1.285 -0.711 -0.164 -0.436 -0.113
C -0.514 2.352 -0.095 0.129 0.029 0.000
C -1.354 3.232 -0.715 0.009 0.031 -0.110
H -3.919 3.911 -4.299 -0.036 0.026 -0.016
H -3.226 2.405 -4.060 -0.024 -0.001 -0.005
H -1.259 1.728 -3.765 0.035 -0.029 0.009
H 0.239 0.276 -2.504 -0.060 -0.045 0.019
H -0.246 2.482 0.947 -0.042 -0.015 -0.001
H -1.765 4.073 -0.176 -0.011 -0.017 0.024



[2]
24
Properties=species:S:1:pos:R:3:forces:R:3 method="wB97M-V/def2-TZVPD" molar_mass_g_mol=231.23 e_above_lowest_ev=0.322 homo_ev=-8.093 total_charge=0 gap_ev=7.9732
C -3.364 1.401 0.366 0.500 0.321 -0.181
N -2.294 0.648 1.101 0.877 0.363 -0.717
N -2.712 -0.518 1.738 -1.771 0.640 -0.634
O -2.395 -1.638 0.883 -0.131 -0.073 0.324
C -1.493 -1.214 -0.012 0.691 0.717 -0.594
O -1.111 -1.920 -0.919 -0.149 -0.260 0.289
C -1.197 0.220 0.238 -0.063 -0.781 0.130
C -0.204 0.984 -0.310 -3.028 -0.661 1.259
N 0.714 0.621 -1.209 1.882 2.372 -1.538
C 1.426 -0.643 -1.192 -0.195 0.374 -1.924
C 2.230 -1.053 -0.036 1.258 -1.913 -0.278
S 2.288 -0.522 1.474 -0.210 0.198 0.153
H -4.280 0.849 0.195 -0.223 -0.487 0.643
H -3.029 1.546 -0.707 -0.012 0.598 1.422
H -3.592 2.324 0.981 0.244 -0.833 -1.239
H -2.257 -0.654 2.617 0.974 -0.248 0.235
H -0.354 2.022 -0.071 0.514 0.550 -0.176
H 1.066 1.479 -1.778 -0.271 -2.651 1.530
H 1.992 -0.735 -2.172 -0.516 0.019 1.287
H 0.659 -1.440 -1.193 0.164 -0.024 -0.403
H 2.804 -2.028 -0.334 -0.921 1.594 0.621
O 4.435 0.365 -0.815 -1.637 1.087 -2.923
C 5.021 0.107 0.117 1.878 -1.005 2.352
O 5.648 -0.202 1.037 0.144 0.104 0.365



[3]
92
Properties=species:S:1:pos:R:3:forces:R:3 method="wB97M-V/def2-TZVPD" s_squared=2.046 spin_multiplicity=3 molar_mass_g_mol=925.76 e_above_lowest_ev=0.727 homo_ev="-12.332 / -12.368" total_charge=+2 gap_ev="5.7096 / 5.5762"
W -0.322 0.027 0.456 0.079 0.428 -0.387
C 5.228 -2.536 5.190 0.010 0.013 -0.027
C 4.360 -1.546 5.623 0.045 -0.067 0.067
C 3.332 -1.123 4.803 -0.034 -0.021 -0.185
C 3.171 -1.676 3.534 0.232 -0.075 0.115
C 4.050 -2.663 3.101 -0.232 0.005 0.050
C 5.067 -3.095 3.933 0.079 -0.076 -0.021
C 2.108 -1.126 2.660 -0.242 0.197 -0.188
C 2.508 -0.308 1.600 0.109 -0.236 0.343
C 3.868 -0.057 1.248 -0.187 0.173 -0.151
C 3.868 0.961 0.346 -0.295 -0.130 0.134
C 2.507 1.312 0.118 -0.108 0.150 -0.269
C 2.085 2.348 -0.715 -0.430 -0.166 -0.051
C 3.083 3.398 -1.025 0.175 0.187 -0.015
C 3.831 3.448 -2.191 -0.108 -0.071 0.065
C 4.743 4.474 -2.376 0.079 0.023 -0.076
C 4.900 5.450 -1.407 0.042 0.040 -0.020
C 4.155 5.401 -0.239 0.074 0.050 -0.002
C 3.254 4.372 -0.044 0.040 -0.012 -0.127
C 0.770 2.547 -1.106 0.733 -0.072 0.062
N -0.328 1.806 -0.690 -0.028 -0.360 0.090
C -1.420 2.456 -1.241 -0.502 0.019 0.129
C -2.757 2.223 -0.908 0.349 -0.316 0.232
C -3.768 3.183 -1.407 -0.208 0.250 -0.143
C -4.379 4.042 -0.491 0.178 -0.099 -0.140
C -5.238 5.033 -0.927 -0.064 0.027 0.037
C -5.508 5.173 -2.279 -0.029 -0.031 0.027
C -4.923 4.311 -3.194 -0.043 0.076 -0.028
C -4.049 3.328 -2.764 -0.058 -0.142 0.143
C -3.157 1.264 0.025 -0.005 0.483 -0.614
C -4.514 1.046 0.398 0.218 -0.336 0.362
C -4.512 0.158 1.428 0.180 0.287 -0.389
C -3.156 -0.190 1.687 -0.012 -0.500 0.679
N -2.318 0.454 0.778 0.456 -0.091 0.128
C -2.751 -0.960 2.778 0.163 0.288 -0.387
C -1.416 -1.244 3.094 -0.266 -0.004 -0.016
C -0.993 -2.028 4.212 0.264 0.078 -0.148
C 0.364 -2.080 4.175 -0.305 0.114 -0.208
C 0.780 -1.320 3.040 0.377 -0.150 -0.093
N -0.323 -0.832 2.372 -0.047 0.240 0.116
C -3.783 -1.368 3.756 -0.125 -0.100 0.289
C -3.710 -0.818 5.036 -0.122 0.038 -0.191
C -4.680 -1.106 5.977 0.017 -0.050 0.083
C -5.719 -1.966 5.661 0.015 0.058 -0.015
C -5.787 -2.532 4.398 -0.091 -0.084 0.066
C -4.826 -2.236 3.446 0.215 0.044 0.015
C -0.988 3.537 -2.069 0.429 -0.072 0.174
C 0.364 3.603 -1.973 -0.428 -0.228 0.166
N 1.676 0.510 0.854 -0.217 -0.020 0.236
H 6.032 -2.869 5.825 0.102 -0.047 0.112
H 4.485 -1.104 6.598 0.017 0.047 0.106
H 2.661 -0.343 5.129 -0.074 0.106 0.066
H 3.925 -3.109 2.123 -0.001 -0.001 -0.101
H 5.738 -3.871 3.598 0.072 -0.075 -0.026
H 4.714 -0.578 1.649 0.152 -0.034 0.158
H 4.702 1.432 -0.137 0.190 0.129 -0.017
H 3.704 2.690 -2.949 -0.031 -0.107 -0.117
H 5.333 4.507 -3.280 0.029 0.031 -0.066
H 5.606 6.249 -1.565 0.093 0.102 -0.002
H 4.281 6.160 0.520 0.004 0.046 0.029
H 2.670 4.321 0.863 -0.057 0.012 0.116
H -4.139 3.954 0.559 -0.016 -0.011 0.117
H -5.692 5.698 -0.208 -0.029 0.059 0.021
H -6.175 5.950 -2.617 -0.076 0.064 -0.046
H -5.146 4.411 -4.245 0.003 -0.007 -0.083
H -3.594 2.664 -3.482 0.097 -0.111 -0.101
H -5.365 1.524 -0.043 -0.103 0.126 -0.143
H -5.362 -0.210 1.967 -0.102 -0.038 0.133
H -1.648 -2.480 4.930 -0.114 -0.086 0.102
H 1.026 -2.586 4.850 0.110 -0.073 0.126
H -2.909 -0.134 5.271 0.091 0.085 0.069
H -4.617 -0.658 6.956 -0.037 0.034 0.109
H -6.475 -2.184 6.398 -0.092 -0.064 0.055
H -6.593 -3.209 4.158 -0.055 -0.057 -0.047
H -4.877 -2.686 2.465 -0.046 -0.037 -0.142
H -1.640 4.190 -2.610 -0.138 0.149 -0.096
H 1.038 4.306 -2.423 0.080 0.154 -0.082
C -2.881 -4.226 -0.192 0.079 0.044 0.015
C -1.716 -3.902 0.748 -0.234 -0.124 -0.029
C -0.584 -3.275 0.023 0.100 0.669 0.060
N -0.405 -1.985 -0.093 0.035 -1.720 -0.281
N 0.724 -1.615 -0.771 0.218 0.072 -0.264
C 1.432 -2.640 -1.184 -0.420 -0.124 0.272
N 2.599 -2.591 -1.821 0.115 -0.006 -0.104
S 0.674 -4.182 -0.778 -0.242 0.938 0.139
H -3.676 -4.705 0.370 -0.098 -0.037 0.052
H -2.574 -4.904 -0.982 0.003 -0.075 -0.128
H -3.267 -3.315 -0.639 -0.095 0.073 -0.099
H -1.371 -4.818 1.229 0.050 0.063 0.100
H -2.052 -3.205 1.519 0.129 -0.086 0.015
H 3.028 -1.712 -2.064 -0.093 0.052 0.047
H 3.012 -3.433 -2.190 0.013 0.111 0.033



[4]
144
Properties=species:S:1:pos:R:3:forces:R:3 method="wB97M-V/def2-TZVPD" smiles="COC[C@@]1(c2ccccn2)[C@@](CC(=O)I)(P(=O)(O)O)C(=O)O[C@@]1(S)C[C@@H](C)I.Fc1ccccc1.Fc1ccccc1.Fc1ccccc1.Fc1ccccc1.Fc1ccccc1.Fc1ccccc1.Fc1ccccc1.Fc1ccccc1" molar_mass_g_mol=1424.02 homo_ev=-9.120 total_charge=0 gap_ev=9.2077
C 3.401 1.892 -3.843 -0.194 0.085 0.037
O 2.417 1.734 -2.841 0.161 0.089 0.333
C 2.770 0.614 -2.053 -0.478 0.143 -0.816
C 1.663 0.304 -1.042 0.243 1.264 0.595
C 1.655 1.506 -0.092 -0.290 -1.889 -0.985
C 0.895 2.600 -0.398 -0.610 0.566 -0.836
C 0.854 3.659 0.457 0.329 0.069 0.672
C 1.637 3.539 1.594 -1.005 1.175 -0.109
C 2.369 2.422 1.780 1.396 -1.028 1.222
N 2.412 1.360 0.971 -0.155 0.780 0.298
C 0.284 -0.093 -1.647 -0.903 -1.177 0.467
C -0.962 0.119 -0.691 -0.056 1.251 -0.433
C -2.239 0.716 -1.295 -1.186 -1.607 -0.484
O -3.163 0.008 -1.603 1.026 1.086 0.449
I -2.525 2.840 -1.532 0.062 -0.028 0.180
P 0.026 0.167 -3.440 1.353 -0.149 -1.204
O 1.143 -0.359 -4.234 0.479 -0.607 0.101
O -0.178 1.697 -3.709 -1.066 0.429 0.494
O -1.305 -0.558 -3.893 -0.489 0.476 0.499
C 0.409 -1.666 -1.648 0.181 -0.415 -0.618
O -0.419 -2.468 -1.990 0.641 0.604 0.132
O 1.640 -2.018 -1.211 -0.777 0.235 -0.062
C 2.069 -0.972 -0.308 0.935 -1.935 0.338
S 1.100 -1.284 1.246 -0.295 0.801 0.628
C 3.570 -1.276 0.021 -0.102 -0.184 -0.202
C 4.157 -2.494 -0.697 0.761 0.608 -0.042
C 4.486 -2.300 -2.174 -0.155 -0.655 0.308
I 6.053 -2.859 0.330 -0.076 -0.002 0.027
H 4.384 2.045 -3.397 0.243 -0.073 0.082
H 3.156 2.773 -4.422 -0.145 0.143 -0.143
H 3.422 1.011 -4.481 0.035 -0.104 -0.192
H 2.889 -0.233 -2.725 0.233 -0.173 0.038
H 3.696 0.869 -1.549 0.220 -0.271 0.341
H 0.339 2.619 -1.316 -0.058 -0.033 -0.251
H 0.286 4.551 0.274 -0.273 0.172 -0.173
H 1.667 4.326 2.322 0.088 0.219 0.226
H 2.989 2.367 2.662 0.138 -0.163 0.164
H -1.275 -0.833 -0.302 -0.224 -0.320 0.019
H -0.690 0.732 0.163 0.135 0.131 0.008
H 0.067 1.873 -4.624 0.090 0.186 -0.155
H -1.059 -1.472 -4.081 -0.226 -0.274 -0.015
H 0.749 -2.574 1.111 0.313 -0.010 -0.550
H 3.622 -1.497 1.071 -0.087 0.149 0.400
H 4.245 -0.444 -0.134 -0.134 0.306 -0.138
H 3.596 -3.391 -0.507 -0.171 -0.318 0.039
H 3.661 -2.671 -2.774 -0.226 0.295 -0.213
H 5.348 -2.897 -2.435 0.190 -0.152 -0.187
H 4.720 -1.269 -2.396 0.038 0.229 -0.085
F -6.732 7.303 -2.257 0.000 0.028 0.011
C -6.660 6.068 -2.793 0.022 -0.195 -0.088
C -7.055 5.882 -4.103 -0.070 0.157 -0.134
C -6.974 4.610 -4.652 0.049 -0.043 0.118
C -6.513 3.548 -3.888 -0.004 -0.062 -0.046
C -6.125 3.757 -2.571 -0.090 0.036 -0.106
C -6.194 5.027 -2.018 0.069 0.019 0.205
H -7.418 6.722 -4.679 0.014 0.017 0.025
H -7.274 4.450 -5.679 -0.020 0.018 -0.010
H -6.454 2.557 -4.318 0.003 -0.007 0.007
H -5.768 2.930 -1.974 0.017 -0.001 0.017
H -5.889 5.212 -0.996 -0.026 0.021 -0.001
F 3.995 -5.192 1.933 -0.133 0.017 -0.025
C 4.794 -6.087 2.544 0.160 -0.138 0.100
C 4.775 -6.171 3.921 -0.129 0.126 0.129
C 5.598 -7.096 4.547 0.050 -0.037 -0.117
C 6.428 -7.913 3.793 0.043 -0.044 0.040
C 6.434 -7.809 2.409 -0.048 0.034 0.111
C 5.608 -6.892 1.775 0.016 0.002 -0.220
H 4.126 -5.519 4.490 -0.012 0.005 -0.030
H 5.590 -7.179 5.625 -0.008 0.022 0.013
H 7.071 -8.632 4.284 0.003 -0.002 -0.002
H 7.084 -8.442 1.820 -0.009 -0.007 -0.023
H 5.593 -6.799 0.697 -0.004 0.045 0.009
F 3.300 6.352 1.342 -0.021 0.000 0.006
C 4.124 6.096 0.304 0.213 -0.016 -0.214
C 3.873 5.000 -0.499 -0.074 0.018 0.256
C 4.724 4.743 -1.559 0.068 0.170 -0.075
C 5.814 5.569 -1.801 0.015 0.021 -0.099
C 6.047 6.665 -0.983 -0.061 -0.115 -0.020
C 5.194 6.938 0.078 0.045 0.159 0.145
H 3.040 4.362 -0.253 0.028 -0.036 -0.214
H 4.537 3.892 -2.196 -0.029 -0.100 -0.029
H 6.480 5.357 -2.626 0.004 -0.001 0.006
H 6.897 7.309 -1.167 -0.004 0.024 0.007
H 5.355 7.790 0.725 -0.018 -0.017 0.015
F 6.309 1.149 -1.283 -0.048 0.000 -0.016
C 7.257 1.567 -0.409 0.159 0.059 0.177
C 8.354 0.765 -0.177 0.045 -0.226 -0.149
C 9.321 1.199 0.718 -0.082 0.136 0.033
C 9.172 2.416 1.370 0.049 0.006 0.033
C 8.056 3.205 1.124 0.113 -0.122 -0.019
C 7.091 2.782 0.223 -0.234 0.081 -0.006
H 8.445 -0.185 -0.689 -0.038 0.008 0.000
H 10.190 0.585 0.907 -0.003 -0.029 -0.004
H 9.926 2.749 2.071 0.001 0.001 0.004
H 7.935 4.151 1.635 -0.019 0.020 -0.019
H 6.217 3.382 0.012 -0.009 -0.005 0.019
F -6.053 -6.491 -1.185 -0.023 -0.030 0.010
C -5.294 -5.425 -1.509 0.150 0.176 -0.069
C -5.759 -4.158 -1.217 -0.223 0.044 0.136
C -4.974 -3.062 -1.548 0.054 -0.087 -0.058
C -3.748 -3.244 -2.171 0.108 0.100 -0.070
C -3.301 -4.527 -2.458 -0.125 0.042 0.055
C -4.075 -5.629 -2.123 0.077 -0.174 -0.059
H -6.721 -4.037 -0.738 0.004 -0.054 0.013
H -5.319 -2.062 -1.319 0.013 0.016 -0.004
H -3.141 -2.387 -2.427 -0.003 -0.001 0.042
H -2.345 -4.669 -2.945 0.030 -0.011 0.034
H -3.741 -6.636 -2.331 -0.034 -0.008 0.003
F 0.401 -0.880 8.363 0.008 0.010 0.025
C -0.056 -1.305 7.169 -0.076 -0.059 -0.193
C -1.262 -1.973 7.112 -0.125 -0.036 0.171
C -1.731 -2.405 5.880 0.098 0.046 -0.064
C -0.989 -2.171 4.731 -0.032 -0.011 -0.068
C 0.224 -1.501 4.810 -0.111 -0.043 0.054
C 0.695 -1.058 6.037 0.173 0.096 0.011
H -1.822 -2.150 8.021 0.019 0.025 0.011
H -2.678 -2.924 5.818 -0.007 -0.012 0.023
H -1.357 -2.512 3.771 0.000 0.002 -0.004
H 0.804 -1.321 3.916 0.027 0.046 0.048
H 1.634 -0.526 6.121 0.001 -0.015 0.029
F -12.185 -1.049 -1.642 -0.023 0.017 0.011
C -11.195 -1.844 -2.092 0.155 -0.127 -0.071
C -9.891 -1.553 -1.746 0.062 0.161 0.130
C -8.875 -2.376 -2.209 -0.104 -0.050 -0.052
C -9.172 -3.467 -3.013 0.086 -0.066 -0.032
C -10.490 -3.740 -3.352 0.073 0.075 0.064
C -11.513 -2.927 -2.887 -0.189 -0.052 -0.063
H -9.680 -0.693 -1.124 -0.033 0.000 0.003
H -7.848 -2.166 -1.942 0.011 0.039 -0.018
H -8.375 -4.105 -3.374 0.007 0.000 0.009
H -10.723 -4.588 -3.981 -0.022 -0.013 0.005
H -12.547 -3.126 -3.133 -0.004 0.034 0.008
F -1.248 1.348 2.719 0.132 -0.031 -0.110
C -2.403 1.668 3.337 -0.242 0.035 0.124
C -3.514 0.877 3.127 0.017 -0.172 -0.146
C -4.700 1.204 3.768 0.051 0.102 0.047
C -4.760 2.316 4.597 -0.062 0.013 0.032
C -3.631 3.099 4.791 -0.060 -0.103 -0.050
C -2.439 2.773 4.161 0.177 0.134 0.026
H -3.446 0.018 2.472 0.029 -0.006 0.011
H -5.578 0.591 3.619 0.000 -0.013 -0.023
H -5.687 2.570 5.092 0.000 0.004 0.004
H -3.677 3.967 5.434 0.022 0.005 0.014
H -1.545 3.366 4.305 0.011 -0.018 -0.024